#A
Below is a single C2H4S3 molecule, with properties calculated with ωB97M-V/def2-TZVPD.

* SMILES string: SC1(S)CS1
* HOMO level: -8.74 eV
* LUMO energy: 0.64 eV

Structure (XYZ):
```
9
Properties=species:S:1:pos:R:3:lowdin_charge:R:1
S -1.6850 0.3729 -0.9373 0.7260
S 0.1799 1.1473 1.3245 0.6877
S -0.1567 -1.7324 0.8434 0.7651
C 0.9578 -0.8841 -0.3296 -0.4638
C -0.2638 -0.1397 0.0989 -1.4548
H -1.1459 1.3796 -1.4052 -0.2119
H 1.1129 -1.2981 -1.3454 0.0907
H 1.8890 -0.6329 0.1427 0.0488
H -0.8883 1.7875 1.6081 -0.1878
```



#B
Below is a single C2H4S3 molecule, with properties calculated with ωB97M-V/def2-TZVPD.

* SMILES string: CSC(=S)S
* HOMO level: -8.84 eV
* LUMO energy: -0.31 eV

Structure (XYZ):
```
9
Properties=species:S:1:pos:R:3:lowdin_charge:R:1
S -0.4900 -0.1839 -1.0520 0.8183
S 1.4670 0.2941 1.2266 0.6720
S 1.8878 1.5688 -1.7259 0.4706
C 0.8563 0.3666 -0.2351 -1.4226
C -1.2332 -0.9534 0.3967 -0.4372
H -1.4574 -0.2845 1.1114 -0.0293
H 1.8732 2.3645 -0.6694 -0.2253
H -0.6181 -1.7726 0.8891 0.0630
H -2.2855 -1.3995 0.0586 0.0905
```



The least stable of them is #B.



#A
Below is a single C2H7N3 molecule, with properties calculated with ωB97M-V/def2-TZVPD.

* SMILES string: [H]/N=C/NNC
* HOMO level: -9.63 eV
* LUMO energy: 0.93 eV

Structure (XYZ):
```
12
Properties=species:S:1:pos:R:3:lowdin_charge:R:1
N 0.3179 -0.7788 -0.4438 -0.0846
N -0.7996 -0.6426 0.4715 -0.1810
N 2.5982 -0.1386 -0.1478 0.0693
C -1.7817 0.2173 -0.2186 -0.1761
C 1.3731 0.1635 -0.0142 -0.3170
H -1.3276 1.2552 -0.7250 0.1141
H 1.0196 1.1243 0.3000 0.0992
H -2.2359 -0.3836 -1.1238 0.0967
H -0.3640 -0.1493 1.3341 0.1183
H -2.6987 0.4776 0.2975 0.0433
H 3.1404 0.5928 0.3762 0.0606
H 0.7582 -1.7376 -0.1060 0.1572
```



#B
Below is a single C2H7N3 molecule, with properties calculated with ωB97M-V/def2-TZVPD.

* SMILES string: C=NN(C)N
* HOMO level: -7.98 eV
* LUMO energy: 1.05 eV

Structure (XYZ):
```
12
Properties=species:S:1:pos:R:3:lowdin_charge:R:1
N -0.4060 0.3332 0.1632 -0.3568
N 0.6716 1.0699 -0.2163 0.0306
N -1.6701 0.9385 0.3421 0.0392
C -0.3863 -1.1002 0.0169 -0.1138
C 1.8915 0.2529 -0.3013 -0.0189
H -0.0507 -1.6611 0.9559 0.0993
H -2.1581 1.3433 -0.4838 0.0878
H 1.9281 -0.7442 0.1771 0.0334
H -1.5108 1.8361 0.7806 0.0656
H -1.3928 -1.5616 -0.1814 0.0914
H 2.7794 0.7212 -0.4958 -0.0126
H 0.3044 -1.4279 -0.7572 0.0549
```



The least stable of them is #B.



#A
Below is a single C2H7N3 molecule, with properties calculated with ωB97M-V/def2-TZVPD.

* SMILES string: [H]/N=C/N(C)N
* HOMO level: -8.86 eV
* LUMO energy: 0.89 eV

Structure (XYZ):
```
12
Properties=species:S:1:pos:R:3:lowdin_charge:R:1
N -0.1097 0.1323 -0.5052 -0.3159
N -1.0013 -0.9489 -0.5179 0.0013
N -1.6132 0.7343 1.1564 0.0799
C 1.3089 -0.1641 -0.5689 -0.1429
C -0.5022 0.8717 0.5937 -0.3524
H -0.8793 -1.3776 -1.4122 0.0630
H -0.7874 -1.6462 0.2979 0.1292
H 1.5420 -1.0023 -1.3923 0.0969
H -1.7101 1.3221 1.9661 0.0344
H 1.8119 -0.6530 0.4435 0.1138
H 1.7509 0.9592 -0.9987 0.1441
H 0.1896 1.7724 0.9375 0.1487
```



#B
Below is a single C2H7N3 molecule, with properties calculated with ωB97M-V/def2-TZVPD.

* SMILES string: [H]/N=C\NNC
* HOMO level: -9.08 eV
* LUMO energy: 1.09 eV

Structure (XYZ):
```
12
Properties=species:S:1:pos:R:3:lowdin_charge:R:1
N -0.7410 -0.2005 0.4858 -0.0593
N 1.4229 -1.0346 0.6734 0.0646
N -0.4243 1.1050 -0.0822 -0.0969
C 0.1736 -1.1531 0.8326 -0.3492
C -0.3317 0.9895 -1.5600 -0.1055
H -1.6921 -0.2591 0.8779 0.1330
H 0.3473 0.2309 -1.7864 0.0441
H -0.2800 -2.1018 1.1149 0.1105
H 0.4884 1.4118 0.2500 0.0864
H -1.2841 0.7447 -2.0221 0.0756
H 1.5238 -0.0524 0.3660 0.0192
H 0.0422 1.9180 -1.9758 0.0774
```



#C
Below is 2 unconnected molecules or ions with the total composition C2H7N3, with properties calculated with ωB97M-V/def2-TZVPD.

* SMILES string: [H]/N=C/N.C=N
* HOMO level: -8.58 eV
* LUMO energy: 1.03 eV

Structure (XYZ):
```
12
Properties=species:S:1:pos:R:3:lowdin_charge:R:1
N 1.4846 1.0576 0.8723 0.0068
N -1.3372 -1.7298 -1.1979 0.0215
N -0.9348 0.4763 -0.6108 0.0762
C -1.7061 -0.5092 -1.1030 -0.4257
C 2.1140 0.0910 1.3961 -0.0960
H -0.0498 0.3340 -0.1334 0.0270
H -2.7171 -0.2237 -1.4139 0.1091
H -1.3277 1.3982 -0.5622 0.0804
H 1.7047 1.9345 1.3419 0.0528
H 2.7759 0.2719 2.2402 0.0652
H -1.9788 -2.1877 -1.8386 0.0146
H 1.9722 -0.9131 1.0093 0.0684
```



The least stable of them is #A.



#A
Below is 8 unconnected molecules or ions with the total composition C16H48O8, with properties calculated with ωB97M-V/def2-TZVPD.

* SMILES string: CCO.CCO.CCO.CCO.CCO.CCO.CCO.CCO
* HOMO level: -9.44 eV
* LUMO energy: 0.50 eV

Structure (XYZ):
```
72
Properties=species:S:1:pos:R:3:lowdin_charge:R:1
O -16.9544 21.6768 25.7543 -0.0945
O -15.8258 13.5958 23.4320 -0.1018
O -11.7137 14.7926 26.5157 -0.1056
O -16.2074 13.7852 31.3016 -0.0992
O -19.7917 18.2825 23.4691 -0.0793
O -14.3897 14.8223 25.5627 -0.0993
O -15.1789 11.5066 30.1125 -0.0927
O -17.4708 11.2124 24.3022 -0.0915
C -18.6079 12.0283 24.5987 -0.3008
C -17.2069 14.2562 29.1772 -0.0827
C -16.3425 13.4198 21.0740 -0.0820
C -14.0371 12.2192 28.0916 -0.0944
C -18.0422 20.8416 25.3033 -0.3233
C -18.2097 12.9150 25.7753 -0.0964
C -19.1381 20.7251 26.3327 -0.0833
C -15.4470 14.0146 22.1312 -0.3150
C -17.4522 14.1588 30.6604 -0.2656
C -14.8438 16.1003 25.9992 -0.3076
C -16.1381 16.4928 25.3215 -0.0683
C -13.9062 11.6915 29.5226 -0.3136
C -10.1032 16.6066 26.4539 -0.0864
C -19.6482 17.3953 22.3736 -0.3177
C -19.0559 16.0576 22.7936 -0.0828
C -10.9763 15.7088 27.3310 -0.2741
H -16.7978 15.2258 28.8837 0.0719
H -18.0920 12.3457 26.6960 0.0702
H -19.0285 12.6219 23.7823 0.0973
H -18.1629 13.3481 30.8365 0.1153
H -16.7548 11.8206 24.0764 0.0420
H -15.5670 15.1084 22.0864 0.1041
H -15.9062 13.5575 20.0822 0.0747
H -14.3876 13.8147 21.9371 0.1138
H -11.7320 16.2263 27.9113 0.1165
H -14.0776 16.8691 25.8269 0.1127
H -16.3294 17.5454 25.5286 0.0733
H -18.3748 21.1749 24.3174 0.1114
H -18.7533 20.2924 27.2543 0.0748
H -14.8882 16.0853 27.0976 0.1064
H -18.1119 14.1392 28.5746 0.0683
H -19.9281 20.0686 25.9667 0.0645
H -20.1601 17.7607 24.1882 0.0763
H -19.0625 17.8503 21.5756 0.1131
H -17.2806 13.4405 25.5549 0.0499
H -9.4157 17.2297 27.0308 0.0752
H -15.9734 16.3613 24.2507 0.0633
H -17.7950 15.1113 31.0626 0.1133
H -10.6718 17.2752 25.8083 0.0737
H -13.2780 12.3512 30.1244 0.1099
H -17.5307 19.8956 25.1043 0.0935
H -15.4102 12.3156 30.5968 0.0289
H -17.3903 13.7045 21.1255 0.0609
H -19.3648 11.2939 24.8743 0.1069
H -20.6083 17.1775 21.8859 0.1057
H -18.9436 13.7033 25.9902 0.0667
H -15.4705 14.2545 24.0481 0.0317
H -18.0036 16.1527 23.0670 0.0545
H -19.5160 15.6335 23.6913 0.0733
H -16.3289 12.3243 21.1466 0.0795
H -10.2414 15.1469 27.9137 0.1107
H -17.1528 22.5710 25.4625 0.0727
H -16.9878 15.9048 25.6653 0.0705
H -13.4640 14.7596 25.8467 0.0456
H -14.8426 11.7646 27.5165 0.0766
H -16.5522 13.4721 28.7967 0.0584
H -16.2433 14.1971 32.1692 0.0911
H -14.2371 13.2970 28.1278 0.0535
H -19.5062 21.7409 26.4852 0.0752
H -13.1262 12.1585 27.4893 0.0647
H -9.4433 15.9661 25.8631 0.0745
H -11.1211 14.3658 25.8891 0.0963
H -19.1800 15.3409 21.9812 0.0707
H -13.4365 10.7083 29.4315 0.1036
```



#B
Below is 8 unconnected molecules or ions with the total composition C16H48O8, with properties calculated with ωB97M-V/def2-TZVPD.

* SMILES string: CC(C)O.CC(C)O.CC(C)O.CC(C)O.CO.CO.CO.CO
* HOMO level: -10.13 eV
* LUMO energy: 0.26 eV

Structure (XYZ):
```
72
Properties=species:S:1:pos:R:3:lowdin_charge:R:1
O -6.5063 18.0417 25.7704 -0.0598
O -12.6065 23.1781 23.6248 -0.1253
O -10.5251 10.2154 23.5486 -0.0516
O -8.2769 25.6288 28.8164 -0.1327
O -4.2960 21.2432 27.5806 -0.1331
O -5.8409 17.9173 21.5927 -0.0473
O -7.2012 23.8178 20.6877 -0.0547
O -15.7285 17.8337 28.2661 -0.1172
C -9.8838 11.2152 22.8019 -0.5096
C -4.6484 21.7391 28.8505 -0.1665
C -8.9560 25.5854 27.5681 -0.1583
C -10.7854 12.4248 22.9504 -0.0656
C -8.4790 19.3142 25.8385 -0.0659
C -8.5545 11.4734 23.5065 -0.0648
C -14.5965 17.0245 28.5315 -0.1760
C -5.8497 23.9391 21.0677 -0.4846
C -8.5082 16.7774 25.8330 -0.0465
C -4.2522 16.2744 21.7012 -0.0867
C -5.6526 16.6070 19.6575 -0.0463
C -5.7943 23.4906 22.5483 -0.0679
C -7.7676 18.0810 26.3612 -0.4817
C -5.6029 16.6007 21.1983 -0.5210
C -5.0382 23.0105 20.1947 -0.0729
C -11.5021 23.1471 22.7477 -0.1709
H -6.0408 18.7682 26.1911 0.0809
H -10.5671 23.0664 23.3022 0.0673
H -5.1043 17.4708 19.2817 0.0825
H -7.9027 20.2041 26.0916 0.0743
H -9.4563 19.3604 26.3189 0.0763
H -10.9079 12.6646 24.0067 0.0832
H -6.3722 24.1797 23.1641 0.0678
H -8.6690 11.9523 24.4790 0.0825
H -5.6897 17.9839 22.5384 0.0824
H -7.8845 15.8898 25.9381 0.0687
H -4.6131 22.8274 28.8009 0.0706
H -9.7379 26.3371 27.6766 0.0732
H -7.3578 22.8814 20.5459 0.0868
H -8.7687 16.8369 24.7763 0.0693
H -14.8407 16.2895 29.2985 0.0777
H -14.1677 16.5577 27.6448 0.0742
H -15.4751 18.5184 27.6427 0.0726
H -4.7957 23.4980 22.9850 0.0718
H -5.2925 23.1842 19.1491 0.0812
H -5.5278 21.3703 29.3785 0.0862
H -9.4648 16.6398 26.3372 0.0683
H -9.9240 9.4699 23.6152 0.0843
H -8.2421 25.8392 26.7845 0.0774
H -5.4553 24.9543 21.0225 0.1380
H -13.7994 17.5917 29.0123 0.0686
H -9.4461 24.6290 27.3860 0.0743
H -5.1159 21.9428 20.4002 0.0823
H -10.4581 13.2935 22.3792 0.0800
H -11.5880 22.2396 22.1500 0.0788
H -3.7541 21.5776 29.4523 0.0705
H -7.9889 10.5417 23.4971 0.0769
H -4.2110 16.2511 22.7902 0.0828
H -3.9721 23.2260 20.2658 0.0781
H -7.4263 26.0395 28.6448 0.0660
H -3.4662 16.9084 21.2909 0.0909
H -12.7981 24.0597 23.9528 0.0722
H -6.2709 15.8617 21.6408 0.1337
H -5.0962 15.7781 19.2200 0.0695
H -6.6217 16.4479 19.1847 0.0731
H -6.2410 22.5229 22.7770 0.0749
H -11.4343 24.0435 22.1313 0.0778
H -7.9672 12.2344 22.9927 0.0732
H -9.7447 10.9401 21.7564 0.1346
H -11.7805 12.1954 22.5695 0.0770
H -3.9619 15.2569 21.4396 0.0806
H -3.5019 21.6359 27.2107 0.0777
H -8.7740 19.3711 24.7908 0.0823
H -7.6563 17.9893 27.4416 0.1338
```



The least stable of them is #B.



#A
Below is 2 unconnected molecules or ions with the total composition CH2FNOS, with properties calculated with ωB97M-V/def2-TZVPD.

* HOMO level (alpha / beta): -8.83 / -8.73 eV
* LUMO energy (alpha / beta): -0.72 / -0.85 eV

Structure (XYZ):
```
7
Properties=species:S:1:pos:R:3:lowdin_charge:R:1
S 1.7225 -0.5153 0.5317 0.6616
F -1.4798 -0.4168 1.0344 0.0915
O -2.3804 0.0483 -1.0127 0.1780
N 0.6713 0.3146 -0.4279 -0.4617
C -1.5123 -0.0549 -0.2392 -0.2807
H 1.9557 0.4658 1.4446 -0.1379
H 1.0231 0.1583 -1.3310 -0.0507
```



#B
Below is 2 unconnected molecules or ions with the total composition CH2FNOS, with properties calculated with ωB97M-V/def2-TZVPD.

* HOMO level: -10.21 eV
* LUMO energy: -0.50 eV

Structure (XYZ):
```
7
Properties=species:S:1:pos:R:3:lowdin_charge:R:1
S 2.2650 -0.6825 0.2442 0.8516
F -0.7102 -2.1918 -0.3073 -0.1378
O 3.3191 0.1641 -0.1688 -0.5337
N -0.7856 -1.0065 0.4135 0.0503
C 0.9030 0.0516 0.0063 -0.2900
H 0.8418 0.9810 -0.5643 0.0404
H -1.4403 -0.3894 0.0557 0.0192
```



The least stable of them is #B.